(1)
99
Properties=species:S:1:pos:R:3:lowdin_charge:R:1 method="wB97M-V/def2-TZVPD" e_above_lowest_kcal_mol=78.4 smiles=CCO.CCO.CCO.CCO.CCO.CCO.CCO.CCO.CCO.CCO.CCO total_energy_ev=-46403.342 charge=0 gap_ev=9.87
C -4.8454 -11.3854 8.0689 -0.100
C -5.1365 -12.3160 9.2121 -0.297
O -4.9397 -13.6614 8.7171 -0.099
H -5.4183 -11.5517 7.1600 0.064
H -3.7931 -11.3413 7.7662 0.076
H -4.9533 -10.3325 8.3559 0.068
H -6.2168 -12.3163 9.4044 0.108
H -4.6234 -12.0955 10.1484 0.109
H -5.5158 -14.2646 9.1898 0.070
C -7.8248 -11.4359 0.7125 -0.082
C -8.4659 -10.2085 1.3225 -0.318
O -9.0030 -9.4145 0.2644 -0.086
H -7.0473 -11.2111 -0.0135 0.074
H -8.6029 -12.0647 0.2696 0.077
H -7.4154 -12.1236 1.4612 0.053
H -7.7039 -9.5527 1.7637 0.086
H -9.2347 -10.4814 2.0475 0.103
H -9.6582 -8.8099 0.6371 0.045
C -3.0812 -7.8794 2.1964 -0.084
C -4.5351 -7.5860 1.8433 -0.275
O -5.4403 -8.2313 2.7576 -0.112
H -2.9485 -8.9677 2.1803 0.074
H -2.8183 -7.5935 3.2156 0.059
H -2.3611 -7.4848 1.4806 0.074
H -4.8034 -8.1049 0.9173 0.114
H -4.6785 -6.5094 1.8083 0.115
H -5.4774 -9.1660 2.5452 0.072
C -7.9577 -9.9047 5.1206 -0.056
C -8.2552 -8.4272 5.3987 -0.294
O -7.0799 -7.6261 5.4720 -0.089
H -8.8707 -10.5034 5.0882 0.059
H -7.2594 -10.2683 5.8756 0.068
H -7.5617 -9.9907 4.1059 0.056
H -8.8052 -8.2146 6.3129 0.104
H -8.7702 -8.1060 4.4841 0.090
H -6.5228 -7.8692 4.7188 0.045
C -9.0586 -5.8859 2.1983 -0.065
C -10.3721 -6.4434 2.7197 -0.294
O -10.6432 -7.6276 1.9567 -0.104
H -8.3262 -6.6779 2.3454 0.069
H -8.8386 -4.9360 2.6879 0.079
H -9.1711 -5.5843 1.1557 0.078
H -11.2151 -5.7859 2.4828 0.116
H -10.2811 -6.6789 3.7818 0.081
H -11.3999 -8.1078 2.3088 0.057
C -10.9467 -8.8910 9.2125 -0.079
C -12.0674 -8.0001 9.7233 -0.317
O -11.5405 -6.8291 10.3657 -0.091
H -10.2343 -9.1766 9.9838 0.078
H -10.3937 -8.3609 8.4339 0.048
H -11.3606 -9.7933 8.7605 0.070
H -12.6865 -8.5778 10.4201 0.107
H -12.7495 -7.6200 8.9541 0.107
H -12.2940 -6.5333 10.8875 0.079
C -7.4388 -13.9124 4.2202 -0.068
C -8.2537 -14.8894 3.3627 -0.285
O -9.4286 -15.2710 4.0994 -0.099
H -6.5341 -13.6767 3.6544 0.078
H -7.1124 -14.5491 5.0427 0.081
H -7.9187 -12.9874 4.5231 0.055
H -7.6602 -15.7989 3.2403 0.113
H -8.5270 -14.5015 2.3770 0.108
H -9.7069 -16.1581 3.8648 0.091
C -3.5774 -8.1080 6.2804 -0.082
C -2.5289 -7.0670 6.7032 -0.293
O -2.0363 -7.4428 7.9987 -0.093
H -2.9713 -8.9840 6.0306 0.073
H -4.1848 -7.8075 5.4301 0.050
H -4.1814 -8.4020 7.1364 0.061
H -3.0023 -6.0909 6.7796 0.109
H -1.6715 -7.1704 6.0396 0.105
H -1.1253 -7.7325 7.9628 0.072
C -12.6672 -13.7420 4.5673 -0.074
C -11.6013 -12.9040 5.2530 -0.301
O -10.5521 -12.5467 4.3641 -0.104
H -12.2077 -14.5842 4.0486 0.068
H -13.1167 -13.1760 3.7431 0.073
H -13.4676 -14.0131 5.2539 0.079
H -11.1807 -13.4982 6.0733 0.118
H -12.0624 -12.0403 5.7341 0.097
H -9.9994 -13.3333 4.2595 0.045
C -12.0045 -9.1568 4.9599 -0.075
C -12.7803 -9.8771 3.8326 -0.321
O -11.8962 -10.5063 2.9571 -0.074
H -12.5723 -8.4196 5.5317 0.076
H -11.2153 -8.5874 4.4637 0.044
H -11.5179 -9.8237 5.6756 0.056
H -13.2528 -9.0043 3.3729 0.108
H -13.5549 -10.5239 4.2554 0.107
H -11.4375 -11.2398 3.4061 0.042
C -10.1403 -4.1128 8.0852 -0.088
C -9.9984 -5.3964 7.2606 -0.332
O -9.2124 -5.1264 6.1171 -0.075
H -9.1922 -3.8289 8.5400 0.073
H -10.8656 -4.3292 8.8728 0.061
H -10.4817 -3.2591 7.4993 0.071
H -10.9883 -5.8098 7.0589 0.103
H -9.5101 -6.0691 7.9718 0.102
H -8.4700 -5.7391 6.0482 0.057

(2)
100
Properties=species:S:1:pos:R:3:lowdin_charge:R:1 method="wB97M-V/def2-TZVPD" e_above_lowest_kcal_mol=0.0 smiles=OCCO.CCO.CCO.CCO.CCO.CCO.CCO.CCO.CCO.CCO.CCO total_energy_ev=-48450.932 charge=0 gap_ev=10.19
O 0.4096 -2.1075 0.6131 -0.093
C -0.2138 -1.0427 1.3548 -0.220
C -0.9700 -0.0564 0.5465 -0.227
O -0.1725 0.8019 -0.2283 -0.108
H 1.2189 -1.7769 0.1817 0.063
H -0.8568 -1.4929 2.1412 0.131
H 0.5653 -0.4927 1.8765 0.122
H -1.4512 0.5642 1.3620 0.138
H -1.8833 -0.4952 0.0565 0.140
H 0.1988 0.3828 -1.0635 0.105
C 1.2330 -5.0053 -2.7896 -0.082
C -0.2329 -4.7245 -2.9384 -0.286
O -0.7465 -3.5084 -2.3298 -0.095
H 1.7943 -4.4414 -3.5111 0.064
H 1.3540 -6.0896 -2.9177 0.084
H 1.5802 -4.7334 -1.7943 0.077
H -0.8480 -5.5704 -2.5299 0.119
H -0.4214 -4.6547 -4.0072 0.108
H -0.5828 -3.5222 -1.3971 0.043
C -2.9074 1.3003 -3.2692 -0.071
C -2.7625 1.4766 -4.8098 -0.325
O -4.0476 1.5001 -5.4098 -0.102
H -3.4811 0.3932 -3.0868 0.024
H -3.5661 2.1349 -2.9158 0.094
H -1.9431 1.1360 -2.8092 0.053
H -2.1641 0.6361 -5.1402 0.093
H -2.1999 2.4145 -5.0921 0.119
H -4.2145 0.5390 -5.6115 0.075
C 3.6376 1.9206 2.5317 -0.092
C 3.0506 2.5589 1.3413 -0.268
O 2.6920 1.5714 0.3120 -0.126
H 2.9020 1.2561 2.9445 0.056
H 3.9871 2.6107 3.3017 0.084
H 4.4683 1.3176 2.1321 0.080
H 3.7153 3.3107 0.8183 0.134
H 2.1233 3.0824 1.5584 0.084
H 1.7308 1.5031 0.0891 0.061
C -0.4762 -4.5042 2.6603 -0.107
C -1.7687 -4.9367 1.9970 -0.300
O -1.5998 -5.0680 0.5668 -0.083
H 0.2025 -5.3749 2.5833 0.070
H -0.5188 -4.3427 3.7916 0.099
H 0.0943 -3.6783 2.1883 0.048
H -2.5336 -4.1820 2.1938 0.109
H -2.0077 -5.9196 2.4235 0.110
H -1.1011 -5.8752 0.4938 0.067
C 2.2320 0.4778 -3.2506 -0.093
C 1.5785 -0.8492 -3.4063 -0.317
O 0.6574 -0.9590 -2.3439 -0.100
H 1.5574 1.3683 -3.1163 0.088
H 2.9059 0.7715 -4.0528 0.074
H 2.9322 0.4573 -2.3638 0.078
H 2.3485 -1.6477 -3.3686 0.121
H 1.0836 -0.9153 -4.4150 0.127
H 0.1802 -1.7888 -2.4765 0.053
C 0.0613 4.8351 -1.7840 -0.075
C 0.8335 3.9826 -0.7880 -0.294
O -0.0551 3.3346 0.1346 -0.122
H 0.7033 5.1558 -2.5406 0.037
H -0.4251 5.7510 -1.2745 0.107
H -0.7167 4.2075 -2.3328 0.091
H 1.4474 4.5704 -0.1710 0.089
H 1.5311 3.2817 -1.2984 0.114
H -0.1969 2.3791 0.0297 0.024
C -4.5145 -2.0711 -2.4320 -0.098
C -5.4193 -1.8494 -3.6278 -0.229
O -4.6644 -1.4837 -4.8807 -0.137
H -5.1004 -2.4723 -1.6125 0.073
H -3.8851 -1.2428 -2.1000 0.050
H -3.7594 -2.8667 -2.5722 0.075
H -6.0776 -0.9830 -3.4939 0.115
H -5.9257 -2.7999 -3.9533 0.120
H -3.8584 -2.0222 -4.9254 0.078
C 1.0212 2.6335 6.7549 -0.106
C 1.8051 2.9460 5.5118 -0.324
O 1.2392 2.3052 4.3596 -0.130
H 0.9270 1.5362 6.9939 0.090
H -0.0334 2.9518 6.6655 0.073
H 1.5092 3.1117 7.5913 0.063
H 2.8571 2.6575 5.5531 0.098
H 1.7651 4.0871 5.3113 0.141
H 0.7872 3.0252 3.8634 0.041
C -2.0692 3.5529 3.5557 -0.088
C -1.2570 4.7397 3.1936 -0.291
O 0.0576 4.4148 2.7120 -0.122
H -3.0128 3.8224 3.9898 0.074
H -1.5613 2.8606 4.2368 0.074
H -2.2648 2.9339 2.7133 0.056
H -1.0935 5.3149 4.1009 0.113
H -1.7292 5.3239 2.4018 0.117
H -0.0229 3.8561 1.9040 0.050
C 3.7919 -2.8391 1.2493 -0.124
C 3.9707 -1.4307 1.0127 -0.316
O 3.5061 -1.0890 -0.3341 -0.081
H 4.3558 -3.6291 0.6366 0.111
H 2.7672 -3.1476 1.1480 0.049
H 4.0394 -3.1229 2.2621 0.077
H 5.0621 -1.2264 1.1256 0.124
H 3.4536 -0.8742 1.8112 0.106
H 3.3884 -0.1515 -0.3163 0.006